# 1
Entry from the Open Molecules 2025 dataset: one molecule with the formula C5H8N2O (the ωB97M-V functional and the def2-TZVPD basis).

Properties
E_tot	-10338.886	eV
structure (SMILES)	C1=C\CO/N=C\NC/1
energy relative to the best compared isomer or geometry (same formula, charge and spin)	3.8405	eV
orbital gap	9.70	eV

Geometry (Å):
C: -0.972 1.341 -0.270
C: -1.740 0.260 -0.442
C: -1.410 -1.160 0.017
O: -0.117 -1.105 0.675
N: 1.058 -1.464 -0.135
C: 1.679 -0.381 -0.422
N: 1.322 0.900 -0.122
C: 0.230 1.442 0.578
H: -1.610 2.287 -0.506
H: -2.696 0.334 -0.934
H: -2.004 -1.552 0.816
H: -1.408 -1.825 -0.829
H: 2.641 -0.457 -0.964
H: 2.140 1.410 -0.258
H: 0.050 1.085 1.575
H: 0.441 2.487 0.731

=====

# 2
Entry from the Open Molecules 2025 dataset: one molecule with the formula C4H3N3O (the ωB97M-V functional and the def2-TZVPD basis).

Properties
E_tot	-10708.654	eV
structure (SMILES)	C1=NN=C2C=NO[C@H]12
energy relative to the best compared isomer or geometry (same formula, charge and spin)	4.9971	eV
orbital gap	9.67	eV

Geometry (Å):
C: -1.530 -0.777 -0.232
N: -2.108 0.339 -0.165
N: -1.037 1.314 -0.181
C: 0.103 0.833 -0.016
C: 1.488 1.076 -0.090
N: 2.110 -0.071 -0.215
O: 1.188 -1.096 -0.239
C: -0.099 -0.616 0.090
H: -1.999 -1.829 -0.209
H: 2.258 1.973 0.106
H: -0.374 -1.147 1.150

=====

# 3
Entry from the Open Molecules 2025 dataset: a 3-piece molecular cluster, C18H28N4O6 overall (the ωB97M-V functional and the def2-TZVPD basis).

Properties
E_tot	-37361.969	eV
structure (SMILES)	CCOCCON1C(=O)c2ccc(N)cc2C1=O.CN(C)C=O.CN(C)C=O
energy relative to the best compared isomer or geometry (same formula, charge and spin)	7.1245	eV
orbital gap	9.00	eV

Geometry (Å):
C: 1.634 -1.630 -0.408
C: 1.604 -0.091 -0.205
O: 1.377 0.538 -1.471
C: 0.094 1.119 -1.587
C: -0.480 0.877 -3.008
O: -1.846 0.475 -2.988
N: -1.999 -0.831 -3.561
C: -3.454 -1.081 -3.674
O: -4.017 -1.443 -4.660
C: -3.938 -0.885 -2.252
C: -5.132 -0.473 -1.712
C: -5.205 -0.389 -0.328
C: -4.136 -0.705 0.486
N: -4.269 -0.565 1.909
C: -2.932 -1.154 -0.061
C: -2.863 -1.238 -1.422
C: -1.756 -1.693 -2.376
O: -0.957 -2.567 -2.267
H: 2.459 -2.136 0.088
H: 1.596 -1.821 -1.481
H: 0.695 -2.035 -0.009
H: 2.584 0.197 0.185
H: 0.864 0.158 0.558
H: 0.181 2.204 -1.443
H: -0.618 0.750 -0.841
H: -0.418 1.836 -3.533
H: 0.167 0.184 -3.549
H: -5.967 -0.235 -2.360
H: -6.147 -0.062 0.098
H: -4.168 0.428 2.098
H: -3.475 -1.052 2.308
H: -2.067 -1.410 0.545
C: -2.849 0.610 5.149
N: -1.582 1.019 4.571
C: -0.598 1.673 5.420
C: -1.278 0.817 3.275
O: -0.233 1.141 2.746
H: -3.371 1.482 5.548
H: -2.672 -0.101 5.958
H: -3.478 0.138 4.398
H: -0.371 2.663 5.024
H: 0.323 1.089 5.431
H: -0.985 1.764 6.431
H: -2.082 0.318 2.710
C: 7.210 0.649 -2.094
N: 6.003 0.060 -1.552
C: 4.710 0.601 -1.938
C: 6.035 -0.977 -0.694
O: 5.055 -1.504 -0.203
H: 7.264 1.703 -1.813
H: 7.201 0.571 -3.184
H: 8.089 0.136 -1.710
H: 4.181 0.940 -1.049
H: 4.117 -0.180 -2.414
H: 4.841 1.433 -2.625
H: 7.060 -1.317 -0.464

=====

Which value of E_tot does entry 2 give?
-10708.654 eV